The following is a DFT calculation (the ωB97M-V functional and the def2-TZVPD basis) of the molecule C4H6N2S2.

Cartesian coordinates (Å):
C1 2.2143 1.6506 -0.1950
C2 0.5453 -0.7591 -0.1107
C3 -1.8393 -0.7309 0.6602
C4 -2.6481 0.0272 -0.3043
H1 2.4071 1.5967 -1.2687
H2 3.0360 1.0300 0.2732
H3 2.3031 2.6741 0.0644
H4 -0.6998 -2.4058 -0.2669
H5 -1.4524 -0.1309 1.5033
H6 -2.4228 -1.4773 1.1425
N1 -0.6237 -1.4115 0.0397
N2 -3.3060 0.4957 -1.1405
S1 0.5034 0.9924 0.0928
S2 1.9829 -1.5511 -0.4900

* energy relative to the best compared isomer or geometry (same formula, charge and spin): 27.9 kcal/mol
* strongest force on any atom: 2.78 eV Å⁻¹
* HOMO-LUMO gap: 9.05 eV
* total charge: 0
* LUMO level: 0.46 eV
* structure (SMILES): CSC(=S)NCC#N

Atomic partial charges in e from the natural (NBO) method, atoms 1 to 5: atom 1 (C): -0.72, atom 2 (C): -0.07, atom 3 (C): -0.34, atom 4 (C): 0.25, atom 5 (H): 0.23